(1)
71
Properties=species:S:1:pos:R:3:forces:R:3 method="wB97M-V/def2-TZVPD" homo_lumo_gap_ev="5.3660 / 6.5244" lumo_ev="2.7 / 2.7" de_lowest_kj_mol=92.16 multiplicity=2 s2=0.87 total_charge=-1
Ru 0.372599 0.560677 0.045725 -0.3 -1.0 -0.5
C -2.665868 2.398434 2.726122 0.2 0.0 0.3
O -1.750669 3.015104 3.642948 -0.2 0.2 -0.3
C -0.460682 2.576392 3.759686 0.0 -0.3 -0.4
C 0.098733 2.711765 5.000353 0.3 -0.1 0.4
C 1.434395 2.350135 5.272290 -0.3 0.1 0.0
C 2.183925 1.829385 4.255416 0.0 -0.1 -0.2
C 1.647073 1.669878 2.959169 0.2 -0.2 0.0
C 2.559001 1.145853 1.963112 0.0 0.3 0.7
N 2.297863 0.824265 0.752926 0.4 -0.5 -0.9
N 3.488109 0.376388 0.098807 -0.5 0.1 1.1
C 3.375346 0.178938 -1.141423 0.5 -0.2 -0.7
O 2.295784 0.472794 -1.861876 -0.1 -0.5 -1.2
C 4.541938 -0.371221 -1.918837 -0.4 0.3 0.5
C 5.747396 -0.661757 -1.291877 0.3 -0.1 0.1
C 6.808011 -1.177302 -2.023088 -0.1 0.1 0.1
C 6.668094 -1.407680 -3.387223 0.0 0.0 0.0
C 5.464596 -1.122840 -4.010978 -0.2 0.1 0.1
C 4.400679 -0.603828 -3.275139 0.1 -0.1 -0.4
C 0.316086 2.074560 2.649312 0.2 0.3 0.3
O -0.156265 2.072059 1.459866 -0.5 -0.3 0.1
H -3.627126 2.863658 2.937775 0.0 0.0 0.0
H -2.741818 1.327364 2.916583 0.0 -0.1 0.0
H -2.383276 2.548717 1.692715 0.1 0.1 -0.1
H -0.534443 3.115486 5.784601 0.0 0.0 0.0
H 1.847586 2.478608 6.264633 0.0 0.0 0.0
H 3.215485 1.536671 4.428868 0.0 0.0 0.0
H 3.591474 0.998068 2.276076 0.0 0.1 0.1
H 5.837249 -0.478627 -0.228147 0.0 0.0 -0.1
H 7.744417 -1.402395 -1.527289 0.0 0.0 0.0
H 7.495959 -1.811407 -3.958483 0.0 0.0 0.0
H 5.344247 -1.305005 -5.071944 0.0 0.0 0.0
H 3.454191 -0.380661 -3.750256 0.0 0.0 0.0
Br 0.216316 2.532275 -2.158425 0.1 0.0 0.4
C -0.282141 1.018727 -3.189878 0.1 -0.1 0.0
C -1.179420 1.220049 -4.209050 -0.2 -0.1 -0.2
C -1.729452 0.099143 -4.848079 0.0 0.2 0.1
C -1.416232 -1.160835 -4.405203 0.0 -0.1 0.1
C -0.497952 -1.367318 -3.351259 0.0 -0.3 0.0
C -0.235102 -2.675140 -2.831109 -0.1 0.3 -0.2
C 0.682331 -2.847585 -1.810144 0.3 0.1 0.2
C 1.422102 -1.783665 -1.306096 0.0 -0.5 -0.4
C 1.159071 -0.461816 -1.743949 -0.4 1.1 1.3
C 0.152414 -0.245940 -2.783823 0.2 -0.1 -0.2
H -1.488540 2.223256 -4.472730 0.0 0.0 0.0
H -2.437881 0.237783 -5.656890 0.0 0.0 0.0
H -1.884881 -2.030313 -4.854266 0.0 0.0 0.0
H -0.774499 -3.519310 -3.244790 0.0 0.0 0.0
H 0.854559 -3.838977 -1.403929 0.0 0.0 0.0
H 2.186439 -1.955373 -0.559465 -0.1 0.0 0.1
C -6.474228 0.912208 -0.563751 0.0 -0.1 0.1
O -6.215925 0.109513 0.574412 -0.1 0.1 -0.1
C -4.914782 -0.217511 0.810752 0.0 0.0 0.0
C -4.702396 -0.989866 1.978765 0.1 0.0 -0.1
C -3.422155 -1.347304 2.282515 0.0 0.0 0.1
C -2.304209 -0.986521 1.493662 0.2 0.0 0.3
C -0.986165 -1.428708 1.896986 -0.7 -0.2 0.0
C -0.833630 -2.279937 3.140804 0.0 -0.1 -0.1
O 0.060851 -1.190731 1.286280 0.8 1.1 -0.1
C -2.520944 -0.207417 0.306318 -0.2 -0.1 0.1
O -1.612782 0.162218 -0.493507 0.0 0.6 -0.2
C -3.876910 0.163747 0.005782 0.2 -0.2 0.0
H -7.548416 1.072856 -0.587958 0.0 0.0 0.0
H -6.159971 0.411582 -1.482204 0.0 0.0 0.0
H -5.962039 1.874129 -0.493044 0.0 0.0 0.0
H -5.544913 -1.272740 2.595362 0.0 0.0 0.0
H -3.263338 -1.934313 3.178546 0.0 0.0 0.0
H -1.372837 -3.224974 3.050973 0.0 0.0 0.0
H -1.219155 -1.753686 4.015650 0.0 0.0 0.0
H 0.225432 -2.479515 3.277705 0.0 0.0 0.0
H -4.008706 0.759549 -0.885354 0.0 0.0 0.0

***

(2)
74
Properties=species:S:1:pos:R:3:forces:R:3 method="wB97M-V/def2-TZVPD" homo_lumo_gap_ev=4.9095 lumo_ev=3.4 de_lowest_kj_mol=425.76 total_charge=-2
Pt -0.897388 -0.830010 -1.512577 -0.6 0.6 -0.5
S 2.300355 -4.934756 3.266037 0.1 -0.1 0.0
Sb 0.301605 -5.050900 2.167292 -0.2 -0.1 0.1
S 0.692701 -2.353737 1.037059 -0.3 0.1 0.2
S -1.194474 -1.903073 0.542467 0.3 0.3 0.2
S 0.439141 -6.111299 0.136672 0.0 -0.1 0.0
Se -2.711406 -1.515739 -4.299468 -0.1 -0.2 0.1
Se -1.046132 2.690855 -3.117932 0.0 0.1 0.0
C -1.982630 2.149946 -1.581665 0.0 -0.7 0.2
C -2.622767 3.070267 -0.791928 -0.1 0.3 0.0
C -3.357278 2.695220 0.374025 0.1 -0.2 0.0
C -3.424907 1.422772 0.791388 0.0 0.0 0.0
C -2.728616 0.371061 0.000733 0.2 -0.1 0.1
N -2.135551 0.783277 -1.267458 0.2 0.4 -0.2
C -0.959826 -0.935549 -4.454935 0.0 0.1 -0.2
C -0.268549 -1.047470 -5.688088 0.0 0.0 -0.1
C 1.038954 -0.671685 -5.813532 0.0 0.0 0.0
C 1.706876 -0.121011 -4.709301 -0.1 0.0 0.1
C 1.000690 -0.000611 -3.544724 0.0 0.2 0.0
N -0.282595 -0.396905 -3.418376 0.1 -0.5 0.0
H -2.601779 4.104567 -1.101963 0.0 0.0 0.0
H -3.833641 3.477711 0.957029 0.0 0.0 0.0
H -3.927842 1.127050 1.704032 -0.1 0.0 0.0
H -3.408378 -0.476652 -0.177441 0.1 -0.1 0.0
H -0.819252 -1.468505 -6.516889 0.0 0.0 0.0
H 1.554429 -0.797968 -6.758315 0.0 0.0 0.0
H 2.734593 0.207436 -4.754276 0.0 0.0 0.0
H 1.423055 0.450199 -2.657230 0.1 -0.1 -0.1
I 3.789212 -3.988798 -3.341819 0.1 0.0 0.0
C 1.757277 -3.908137 -2.935211 -0.2 0.0 0.1
C 0.902343 -4.941695 -3.294131 0.1 0.0 0.0
C -0.431783 -4.833296 -2.972498 0.0 0.0 0.0
C -0.883807 -3.690121 -2.337805 0.0 0.0 0.1
N -0.055930 -2.699615 -2.004084 0.2 0.1 -0.4
C 1.249873 -2.811984 -2.277322 0.1 0.0 0.3
H 1.282419 -5.822587 -3.792830 0.0 0.0 0.0
H -1.133334 -5.619354 -3.206101 0.0 0.0 0.0
H -1.923831 -3.552081 -2.085477 0.0 0.0 0.0
H 1.884080 -2.009085 -1.928133 0.0 0.0 -0.1
C -1.385059 -0.202205 0.556483 0.0 -0.2 0.4
Ge -0.065819 0.861605 1.642511 -0.2 0.0 -0.1
C -0.814554 2.574045 2.261767 0.2 0.0 0.0
C -0.362832 3.796143 1.781016 0.0 0.0 -0.1
C -0.850728 4.991725 2.295835 0.0 0.0 0.0
C -1.790427 4.979842 3.311850 0.0 0.0 0.0
C -2.233903 3.765017 3.820490 0.0 0.0 0.0
C -1.744952 2.579747 3.300275 0.0 -0.1 0.1
C 0.180664 -0.126653 3.314334 0.0 0.1 0.0
C -0.847370 -0.901666 3.843154 -0.1 -0.1 -0.1
C -0.675395 -1.620634 5.014488 0.0 0.0 0.1
C 0.534850 -1.564911 5.691082 0.0 0.0 0.0
C 1.550950 -0.761052 5.202268 0.0 0.0 0.0
C 1.370166 -0.040158 4.030279 0.1 0.0 0.0
C 1.526555 1.189804 0.570527 0.0 -0.1 0.1
C 2.756605 0.594880 0.847505 0.0 -0.2 0.0
C 3.860229 0.847404 0.047612 0.0 0.0 0.0
C 3.746405 1.692552 -1.050116 0.1 0.0 0.0
C 2.523338 2.269898 -1.349447 -0.1 0.0 0.0
C 1.420024 2.019570 -0.542124 0.0 0.1 0.1
H 0.364523 3.831776 0.980057 0.0 0.0 0.0
H -0.494803 5.931318 1.891005 0.0 0.0 0.0
H -2.173616 5.911430 3.711824 0.0 0.0 0.0
H -2.962330 3.742754 4.622439 0.0 0.0 0.0
H -2.095963 1.641935 3.715826 0.0 0.0 0.0
H -1.794052 -0.991414 3.318005 0.0 0.0 0.0
H -1.475357 -2.253576 5.378315 0.0 0.0 0.0
H 0.693251 -2.165169 6.577435 0.0 0.0 0.0
H 2.504570 -0.720970 5.714628 0.0 0.0 0.0
H 2.186219 0.574801 3.667132 0.0 0.0 0.0
H 2.851687 -0.114794 1.660804 0.0 0.0 0.0
H 4.804727 0.366580 0.271286 0.0 0.0 0.0
H 4.606750 1.880001 -1.682507 0.0 0.0 0.0
H 2.384333 2.891097 -2.226520 0.0 0.0 0.0
H 0.475417 2.471568 -0.824750 0.0 0.0 0.0

***

(3)
65
Properties=species:S:1:pos:R:3:forces:R:3 method="wB97M-V/def2-TZVPD" homo_lumo_gap_ev=4.4785 lumo_ev=-1.7
C -1.214280 -5.271754 1.354774 -0.1 0.0 0.5
C -2.235527 -4.730057 0.561228 0.6 -0.1 -0.2
C -2.160968 -3.409748 0.138141 0.1 0.1 0.3
C -1.173537 -2.547030 0.679612 0.6 -0.2 0.5
C -1.323767 -1.116599 0.725857 -0.3 0.4 -0.4
C -2.638341 -0.505417 0.459304 -0.2 0.5 -0.3
O -2.776211 0.567298 -0.133948 0.1 -0.7 0.5
C -3.857956 -1.200160 1.043697 -0.2 0.5 0.4
C -3.799773 -1.888609 2.271657 0.3 0.1 -0.5
C -4.939843 -2.475781 2.802951 -0.1 0.1 -0.3
C -6.163191 -2.346520 2.138638 0.0 0.4 -0.2
C -6.245482 -1.563856 0.979030 0.2 0.0 -0.1
C -5.091489 -0.984586 0.435956 -0.2 -0.2 0.2
C -0.540984 -0.324028 1.585930 0.9 1.0 1.0
N 0.040359 0.363892 2.345650 -0.7 -1.1 -1.2
C -0.073742 -3.130017 1.359640 -0.2 -0.3 0.2
C -0.151315 -4.456623 1.777991 0.1 -0.2 -0.5
H -1.246565 -6.328326 1.652751 -0.1 0.6 0.0
H -3.100052 -5.341634 0.299629 0.3 0.1 -0.2
H -2.907840 -3.009048 -0.541436 0.0 0.0 0.3
H -2.835937 -1.959843 2.783937 -0.3 -0.1 -0.2
H -4.872201 -3.030949 3.732351 -0.1 0.1 -0.1
H -7.061091 -2.805808 2.551483 0.2 0.1 -0.1
H -7.204641 -1.384236 0.485849 0.3 -0.2 0.2
H -5.126120 -0.348164 -0.451924 -0.1 -0.3 0.3
H 0.794350 -2.506263 1.611036 -0.6 -0.2 0.3
H 0.613535 -4.853166 2.456528 -0.2 0.0 -0.5
C 4.202627 -2.878985 -0.825446 0.1 -0.3 -0.2
N 3.389833 -1.696365 -0.606472 -1.5 0.0 -0.8
C 2.137526 -1.445304 -1.088520 0.9 -0.4 1.3
C 1.770557 -0.119093 -0.751341 -0.4 0.5 0.1
C 0.569465 0.482087 -1.131004 0.6 -1.8 -0.6
C 0.432051 1.895888 -1.211845 -0.2 2.9 1.4
C 0.220561 2.661052 -0.050081 0.1 -0.8 -1.4
N 0.133585 3.977400 -0.370002 0.0 0.2 -0.4
C -0.108088 5.071885 0.548723 0.1 -0.2 0.1
C 0.316149 4.146368 -1.741267 -0.1 -0.2 0.9
C 0.527442 2.871656 -2.324360 -0.3 -0.1 0.8
C 0.806738 2.848135 -3.691470 -0.2 0.4 -0.6
C 0.739261 4.049110 -4.434122 0.0 -0.6 0.3
C 0.451037 5.288568 -3.829957 0.0 -0.1 0.7
C 0.278525 5.349495 -2.440720 0.1 -0.1 -0.7
C 2.928952 0.462058 -0.040391 0.3 -0.5 -0.3
C 3.885629 -0.563932 0.047176 0.4 0.5 -0.2
C 5.163830 -0.389716 0.583332 0.0 0.3 0.0
C 5.470532 0.869102 1.116542 -0.4 -0.4 -0.3
C 4.519883 1.899137 1.065982 -0.5 -0.3 -0.3
C 3.264461 1.711354 0.465180 0.2 0.2 0.5
H 4.963485 -2.907398 -0.036452 -0.3 -0.2 -0.3
H 3.583044 -3.783295 -0.785411 0.2 0.3 0.0
H 4.712323 -2.825653 -1.802072 -0.2 0.0 0.4
H 1.528125 -2.192604 -1.601542 0.4 0.2 0.2
H -0.280715 -0.152761 -1.424228 0.6 0.1 -0.4
H 0.101988 2.271355 0.961653 0.0 0.2 -0.3
H -0.455682 5.920590 -0.045114 -0.1 -0.1 0.4
H -0.869436 4.768393 1.276223 0.2 0.2 -0.2
H 0.818717 5.344955 1.073996 -0.3 0.0 -0.1
H 1.046774 1.890776 -4.153958 -0.1 0.3 -0.2
H 0.899736 4.035050 -5.513502 0.0 -0.2 0.3
H 0.378682 6.211486 -4.420359 0.1 -0.5 0.2
H 0.117110 6.286830 -1.901304 0.0 -0.3 -0.4
H 5.912023 -1.184602 0.534297 -0.3 0.3 0.2
H 6.460227 1.049040 1.535820 -0.3 0.0 -0.1
H 4.755418 2.865525 1.490855 0.0 0.0 -0.1
H 2.520226 2.499434 0.414834 0.4 0.0 0.1

***

(4)
71
Properties=species:S:1:pos:R:3:forces:R:3 method="wB97M-V/def2-TZVPD" homo_lumo_gap_ev=7.2147 lumo_ev=-0.1 de_lowest_kj_mol=35.29
Lu 0.481469 -0.256404 0.640293 -0.6 0.0 0.2
O 2.922544 0.233008 0.278231 0.4 -0.1 -0.3
S 2.514992 -0.149149 -1.081630 0.1 0.3 0.0
O 1.478923 0.759085 -1.571713 0.2 0.0 -0.1
N 1.769282 -1.516743 -1.036608 0.0 0.0 0.0
C 2.259625 -2.698120 -0.473644 -0.1 0.1 -0.1
C 3.442847 -3.321842 -0.768580 0.0 -0.2 0.1
C 3.735472 -4.585866 -0.203684 0.0 0.1 0.0
C 2.850314 -5.225465 0.615351 0.0 0.0 0.0
C 1.617178 -4.606466 0.937658 0.0 -0.1 0.0
C 0.638376 -5.186976 1.776753 0.0 0.0 0.0
C -0.514197 -4.507859 2.050760 0.0 0.1 0.0
C -0.685151 -3.216212 1.514340 0.0 -0.2 0.0
N 0.199091 -2.653464 0.725376 -0.1 -0.1 0.1
C 1.336094 -3.337227 0.409812 0.1 0.0 0.0
C 3.922877 -0.153515 -2.128478 0.0 0.0 0.0
C 3.753263 -0.513913 -3.459268 0.0 0.0 0.0
C 4.864255 -0.565181 -4.281432 0.0 0.0 0.0
C 6.122290 -0.263370 -3.771223 0.0 0.0 0.0
C 6.275328 0.093894 -2.440140 0.0 0.0 0.0
C 5.168503 0.151418 -1.604650 0.0 0.0 0.0
H 4.152556 -2.867761 -1.447350 0.0 0.0 0.0
H 4.680003 -5.054287 -0.447512 0.0 0.0 0.0
H 3.076380 -6.199521 1.029185 0.0 0.0 0.0
H 0.818629 -6.168691 2.197719 0.0 0.0 0.0
H -1.278277 -4.924478 2.690947 0.0 0.0 0.0
H -1.557597 -2.620577 1.760800 0.0 0.0 0.0
H 2.766165 -0.750003 -3.834777 0.0 0.0 0.0
H 4.754221 -0.841329 -5.321307 0.0 0.0 0.0
H 6.988078 -0.308508 -4.418483 0.0 0.0 0.0
H 7.257411 0.327300 -2.051554 0.0 0.0 0.0
H 5.255733 0.420781 -0.561128 0.0 0.0 0.0
N 0.679112 6.207463 1.627067 0.0 0.1 0.0
C 0.642537 4.852300 1.440881 0.0 0.1 0.0
C -0.066121 4.284188 0.378393 0.0 -0.1 0.0
C -0.052020 2.917939 0.222639 -0.1 0.0 0.0
N 0.606146 2.082301 1.035720 0.1 0.3 0.1
C 1.306755 2.630637 2.039594 -0.1 0.1 -0.1
C 1.350746 3.986092 2.277774 0.0 -0.1 0.0
H -0.020489 6.769582 1.174171 0.0 0.0 0.0
H 0.989793 6.552379 2.518686 0.0 0.0 0.0
H -0.623069 4.895013 -0.318984 0.0 0.0 0.0
H -0.599802 2.461216 -0.593556 0.0 0.0 0.0
H 1.838140 1.936182 2.675805 0.0 0.0 0.0
H 1.931639 4.361630 3.109669 0.0 0.0 0.0
C -6.419807 1.783011 2.396627 0.0 0.0 0.0
C -6.162146 0.751766 1.501509 0.0 0.0 0.0
C -4.859665 0.357977 1.244684 0.0 0.0 0.0
C -3.784884 0.988357 1.876165 -0.1 -0.1 -0.1
C -4.059575 2.007753 2.785025 0.0 0.0 0.1
C -5.362522 2.408391 3.039468 0.0 0.0 0.0
C -2.380704 0.595543 1.620841 0.0 -0.1 0.0
C -1.826272 0.146333 0.483678 0.3 -0.1 -0.1
C -2.533355 0.062830 -0.805439 -0.2 0.1 0.0
C -3.180084 1.176826 -1.357794 0.1 0.0 0.0
C -3.774058 1.117028 -2.606647 0.0 0.0 0.0
C -3.748561 -0.063343 -3.339448 0.0 0.0 0.0
C -3.111050 -1.175066 -2.809793 0.0 0.0 0.0
C -2.500516 -1.109517 -1.566221 0.0 0.0 0.0
H -7.439202 2.088689 2.594681 0.0 0.0 0.0
H -6.981123 0.248617 1.003012 0.0 0.0 0.0
H -4.666202 -0.447961 0.548876 0.0 0.0 0.0
H -3.237537 2.493681 3.299291 0.0 0.0 0.0
H -5.554155 3.206371 3.746040 0.0 0.0 0.0
H -1.733091 0.709390 2.493569 -0.1 0.0 0.0
H -3.221656 2.093478 -0.779908 0.0 0.0 0.0
H -4.266168 1.995769 -3.005045 0.0 0.0 0.0
H -4.215888 -0.114219 -4.314431 0.0 0.0 0.0
H -3.075927 -2.100465 -3.371910 0.0 0.0 0.0
H -1.985134 -1.980923 -1.175483 0.0 0.0 0.0
Br 1.029269 -0.669769 3.186707 0.1 0.0 0.3